{
  "formula": "C27H61ClO15",
  "method": "ωB97M-V with the def2-TZVPD basis set",
  "energy_ha": -2653.9248,
  "gap_ev": 7.84,
  "total_charge": 0,
  "symbols": ["O", "C", "C", "C", "Cl", "C", "O", "C", "O", "C", "C", "C", "C", "C", "C", "C", "C", "C", "C", "H", "H", "H", "H", "H", "H", "H", "H", "H", "H", "H", "H", "H", "C", "O", "H", "H", "H", "H", "C", "O", "H", "H", "H", "H", "C", "O", "H", "H", "H", "H", "C", "O", "H", "H", "H", "H", "C", "O", "H", "H", "H", "H", "C", "O", "H", "H", "H", "H", "C", "O", "H", "H", "H", "H", "C", "O", "H", "H", "H", "H", "C", "O", "H", "H", "H", "H", "C", "O", "H", "H", "H", "H", "C", "O", "H", "H", "H", "H", "C", "O", "H", "H", "H", "H"],
  "xyz": [[-2.080249, -0.573431, 1.255998], [-0.915659, -0.249910, 1.315387], [0.040660, -0.994475, 2.155722], [1.006703, -0.308983, 2.742298], [2.175739, -1.057298, 3.747494], [1.067727, 1.166848, 2.535681], [1.477102, 1.937159, 3.347594], [0.570962, 1.596772, 1.186919], [1.160488, 2.712979, 0.707351], [-0.380530, 0.895142, 0.561553], [-0.896434, 1.215403, -0.805679], [0.234181, 1.016826, -1.858853], [0.783978, 2.308552, -2.486975], [2.260718, 2.548856, -2.278016], [3.221066, 1.559593, -2.134592], [4.563584, 1.874271, -1.913317], [4.974370, 3.203912, -1.819509], [4.020345, 4.200543, -1.962817], [2.681224, 3.879189, -2.190272], [-0.082895, -2.061356, 2.252573], [0.480238, 3.320978, 0.382688], [-1.646824, 0.465827, -1.036953], [-1.344332, 2.205851, -0.867683], [-0.120669, 0.334518, -2.622980], [1.031484, 0.499007, -1.334190], [0.602741, 2.261121, -3.561450], [0.237157, 3.164794, -2.097447], [2.931366, 0.518754, -2.185768], [5.269477, 1.066308, -1.791859], [6.019798, 3.396650, -1.633759], [4.337888, 5.232065, -1.896776], [1.986190, 4.704701, -2.268699], [-5.090770, -1.770591, 3.282473], [-3.946652, -2.256576, 2.588858], [-5.519585, -2.600297, 3.843633], [-4.818567, -0.969502, 3.976906], [-5.845070, -1.396555, 2.584349], [-3.566161, -1.518555, 2.089052], [1.390073, -3.309230, -1.087915], [2.007952, -2.085858, -0.673017], [0.805847, -3.096981, -1.981677], [2.144117, -4.062409, -1.322211], [0.728229, -3.691426, -0.316410], [2.521051, -2.271735, 0.118142], [-2.041437, -1.349821, 4.862163], [-2.613190, -2.657109, 4.905318], [-1.256268, -1.300885, 5.613291], [-1.605655, -1.156938, 3.879901], [-2.797087, -0.592832, 5.080972], [-3.299715, -2.693394, 4.230808], [-0.733240, -6.271893, 0.433602], [0.063901, -5.922312, -0.694950], [-0.551167, -5.533766, 1.211536], [-1.796826, -6.262437, 0.179969], [-0.462777, -7.259901, 0.813443], [-0.100118, -6.576402, -1.381802], [-1.824670, -5.141871, -3.173009], [-0.753187, -5.694632, -3.933905], [-2.330675, -5.963443, -2.671349], [-1.441078, -4.446563, -2.423406], [-2.539552, -4.627842, -3.822115], [-0.302487, -4.971505, -4.377726], [-3.364704, -1.747798, -1.945637], [-2.191920, -1.505210, -2.724946], [-3.187141, -1.352398, -0.948667], [-4.229967, -1.241651, -2.381219], [-3.566001, -2.819386, -1.869868], [-2.345937, -1.852639, -3.607323], [-5.424312, 1.832865, 4.503213], [-4.183009, 1.372303, 3.975625], [-5.964788, 0.966606, 4.876391], [-5.263729, 2.531875, 5.327352], [-6.023675, 2.317647, 3.728296], [-3.702026, 2.136129, 3.646342], [7.284664, 3.191791, 1.038588], [7.836572, 2.279956, 0.090239], [7.570224, 4.196821, 0.739275], [6.194287, 3.116988, 1.049926], [7.677460, 2.990522, 2.038228], [7.582566, 1.392840, 0.357179], [3.154465, -1.172694, -5.099761], [1.849223, -0.947335, -4.578404], [3.292981, -0.538056, -5.971124], [3.908406, -0.920131, -4.348769], [3.274424, -2.218183, -5.397416], [1.747724, -1.511540, -3.805715], [-2.430184, 5.312555, -1.632022], [-1.672747, 5.093930, -0.442202], [-1.835116, 4.961227, -2.471020], [-3.369771, 4.755366, -1.604879], [-2.642061, 6.375142, -1.768293], [-2.196829, 5.405333, 0.300392], [4.099526, 4.337277, -6.182635], [2.795497, 4.545166, -5.654826], [4.205803, 4.970336, -7.060276], [4.865705, 4.610847, -5.451809], [4.241552, 3.294141, -6.478778], [2.710033, 3.983667, -4.878047], [-3.722846, -2.121364, 8.483790], [-2.431973, -1.906798, 7.936126], [-3.698646, -1.807196, 9.524919], [-4.477708, -1.530901, 7.954842], [-3.997768, -3.179031, 8.440400], [-2.461086, -2.186928, 7.013928]],
  "atomic_forces_ev_per_a": [[-0.54, -0.26, -0.36], [0.11, 0.06, -0.13], [0.23, -0.14, -0.05], [0.06, -0.47, 0.19], [0.05, 0.16, 0.14], [0.07, -0.30, -0.64], [0.43, 0.47, 0.57], [-0.03, -0.02, -0.12], [-0.35, 0.25, 0.31], [0.15, 0.61, 0.15], [0.22, -0.65, -0.39], [0.00, 0.26, 0.40], [0.13, -0.69, -0.08], [-0.10, 0.94, 0.20], [0.30, -0.19, -0.04], [-0.50, 0.26, 0.01], [-0.26, -0.75, -0.10], [0.05, -0.08, -0.10], [0.77, 0.08, 0.11], [-0.15, -0.09, 0.19], [0.12, 0.02, -0.27], [-0.41, 0.20, 0.05], [-0.08, 0.11, 0.01], [-0.10, -0.03, -0.14], [0.17, -0.16, -0.12], [-0.09, 0.15, -0.10], [-0.04, 0.18, -0.07], [-0.02, -0.08, -0.02], [0.16, -0.02, -0.02], [0.06, 0.26, 0.01], [-0.14, 0.11, 0.01], [-0.25, -0.09, -0.06], [-0.19, 0.15, -0.13], [-0.45, 0.13, -0.16], [0.01, -0.02, -0.04], [-0.07, -0.07, -0.07], [-0.03, 0.01, 0.07], [0.27, -0.20, 0.12], [0.29, 0.27, 0.21], [-0.09, 0.08, -0.17], [-0.05, 0.04, 0.02], [-0.09, -0.10, -0.02], [-0.08, -0.08, -0.04], [0.03, 0.04, 0.00], [-0.27, -0.31, -0.25], [0.42, 0.08, 0.87], [0.06, 0.02, -0.01], [-0.09, 0.10, 0.13], [0.11, 0.17, -0.01], [0.29, -0.03, -0.34], [0.06, -0.07, -0.24], [-0.12, -0.20, 0.13], [0.01, 0.02, -0.01], [-0.03, 0.01, 0.09], [-0.04, 0.02, 0.08], [0.09, 0.09, -0.11], [0.27, 0.19, -0.14], [-0.12, -0.10, 0.11], [-0.01, -0.02, -0.02], [-0.14, 0.01, 0.07], [-0.09, -0.03, 0.04], [0.05, -0.02, 0.00], [0.12, -0.03, -0.23], [-0.03, 0.01, 0.18], [0.04, 0.00, 0.01], [-0.05, -0.04, 0.07], [-0.07, 0.00, 0.06], [0.03, 0.04, -0.04], [0.21, 0.11, -0.11], [-0.14, 0.02, 0.02], [0.01, -0.03, 0.00], [-0.08, -0.02, 0.03], [-0.07, -0.01, 0.05], [0.07, -0.04, -0.01], [-0.04, -0.35, -0.04], [0.01, 0.15, -0.02], [0.03, -0.01, -0.04], [-0.01, 0.12, 0.08], [-0.05, 0.11, 0.04], [0.01, -0.02, -0.03], [-0.09, -0.13, 0.32], [-0.05, 0.01, -0.10], [-0.09, 0.04, 0.01], [0.11, 0.00, -0.12], [0.12, 0.04, -0.06], [-0.03, 0.09, 0.07], [-0.01, 0.01, 0.19], [0.07, -0.14, -0.06], [0.03, -0.01, 0.01], [-0.01, 0.01, -0.08], [-0.01, -0.01, -0.07], [0.05, 0.01, 0.04], [-0.14, -0.05, 0.19], [0.06, -0.02, -0.09], [-0.03, 0.02, -0.01], [0.06, -0.02, -0.06], [0.08, 0.02, -0.04], [-0.03, 0.03, 0.11], [0.19, -0.02, -0.21], [-0.09, 0.04, 0.11], [0.01, 0.01, 0.01], [-0.08, -0.03, 0.06], [-0.09, 0.01, 0.04], [-0.06, -0.18, -0.02]],
  "lowdin_charge": [0.10, -0.32, -0.03, -0.59, 0.75, -0.33, 0.16, -0.19, 0.12, -0.08, -0.08, -0.14, -0.13, -0.23, -0.04, -0.07, -0.09, -0.08, -0.06, 0.14, 0.12, 0.09, 0.11, 0.10, 0.09, 0.12, 0.09, 0.09, 0.10, 0.09, 0.10, 0.11, -0.14, -0.14, 0.09, 0.05, 0.09, 0.05, -0.14, -0.13, 0.07, 0.08, 0.06, 0.07, -0.13, -0.13, 0.09, 0.05, 0.07, 0.02, -0.14, -0.15, 0.07, 0.08, 0.08, 0.07, -0.17, -0.12, 0.08, 0.06, 0.08, 0.07, -0.14, -0.14, 0.06, 0.08, 0.07, 0.07, -0.15, -0.14, 0.07, 0.08, 0.08, 0.08, -0.16, -0.14, 0.08, 0.07, 0.08, 0.07, -0.15, -0.13, 0.08, 0.07, 0.08, 0.05, -0.15, -0.14, 0.07, 0.08, 0.08, 0.07, -0.16, -0.13, 0.07, 0.07, 0.07, 0.04, -0.16, -0.13, 0.07, 0.07, 0.08, 0.02]
}

=====

{
  "formula": "C27H61CoS3SbSe3Si5",
  "method": "ωB97M-V with the def2-TZVPD basis set",
  "energy_ha": -12534.8847,
  "gap_ev": [4.67, 4.95],
  "s_squared": 3.78,
  "multiplicity": 4,
  "de_lowest_kcal_mol": 5.4,
  "total_charge": -2,
  "symbols": ["Co", "S", "C", "S", "S", "C", "Se", "C", "C", "Se", "C", "H", "H", "H", "H", "H", "H", "H", "H", "H", "H", "Se", "C", "C", "C", "C", "C", "C", "H", "H", "H", "H", "H", "C", "Si", "C", "C", "C", "Si", "C", "C", "C", "H", "H", "H", "H", "H", "H", "H", "H", "H", "H", "H", "H", "H", "H", "H", "H", "H", "H", "H", "C", "Si", "C", "C", "Sb", "Si", "C", "C", "C", "Si", "C", "C", "C", "H", "H", "H", "H", "H", "H", "H", "H", "H", "H", "H", "H", "H", "H", "H", "H", "H", "H", "H", "H", "H", "H", "H", "H", "H", "H", "H"],
  "xyz": [[-0.524206, -0.675235, -0.238313], [-4.457040, 1.726758, 1.617342], [-3.462794, 0.738560, 0.665994], [-1.754523, 1.070363, 0.642755], [-4.106299, -0.523763, -0.315282], [-3.067058, -3.760183, 0.887574], [-1.633862, -2.455471, 1.076159], [-0.176049, -3.757294, 0.989782], [0.383352, -3.969015, -0.410229], [0.708174, -2.338848, -1.465916], [2.595498, -2.157979, -1.048631], [-3.149290, -4.307661, 1.825423], [-2.878849, -4.432791, 0.054468], [-3.968699, -3.180358, 0.701213], [-0.553408, -4.700515, 1.392353], [0.597397, -3.387456, 1.661762], [-0.290577, -4.578251, -1.014134], [1.350056, -4.477367, -0.366261], [3.147598, -3.000307, -1.463581], [2.726522, -2.090411, 0.029995], [2.911235, -1.222601, -1.508742], [1.525615, 1.182519, -1.693938], [1.697391, 2.876861, -2.548211], [1.723639, 4.075224, -1.824762], [1.870051, 5.302297, -2.454872], [1.998132, 5.379632, -3.835741], [1.966111, 4.201211, -4.572391], [1.812969, 2.976611, -3.941815], [1.621011, 4.033361, -0.748451], [1.877901, 6.208842, -1.859178], [2.108590, 6.338433, -4.328545], [2.059316, 4.236355, -5.652785], [1.776751, 2.065358, -4.526144], [-4.578627, 1.719627, -3.871530], [-2.788021, 1.428282, -3.356934], [-1.740503, 1.607998, -4.921290], [-2.296380, 2.828045, -2.235160], [-2.578086, -0.275689, -2.680491], [-2.938569, -1.788021, -3.627368], [-4.604016, -1.719962, -4.504752], [-3.005006, -3.316771, -2.534326], [-1.647163, -2.162386, -4.954550], [-4.727619, 2.775952, -4.113236], [-5.250180, 1.456204, -3.051714], [-4.860271, 1.131811, -4.746341], [-1.779177, 2.631089, -5.306510], [-2.076134, 0.931128, -5.711877], [-0.699023, 1.371329, -4.689415], [-2.327847, 3.765322, -2.800460], [-1.282214, 2.681566, -1.857917], [-2.958432, 2.909723, -1.372090], [-1.736757, -0.366300, -1.983559], [-5.375747, -1.371171, -3.815718], [-4.880939, -2.716330, -4.862068], [-4.592997, -1.045367, -5.362588], [-3.928523, -3.322098, -1.953167], [-2.178376, -3.300759, -1.820449], [-2.944372, -4.237813, -3.122332], [-1.739711, -1.479787, -5.801789], [-1.747474, -3.187577, -5.324175], [-0.640146, -2.040847, -4.547983], [0.338669, -2.872233, 4.395760], [1.883660, -1.929914, 3.850562], [2.798954, -1.572992, 5.462327], [3.053003, -3.135354, 2.975768], [1.167546, -0.178990, 2.097410], [3.411398, 1.079614, 1.999492], [4.487648, 0.454236, 0.608276], [3.084517, 2.908990, 1.784390], [4.483086, 0.878458, 3.541243], [-0.111463, 1.352882, 3.741427], [-0.337463, 3.100749, 3.142783], [0.861246, 1.506392, 5.353594], [-1.722276, 0.532151, 4.174284], [0.534090, -3.947386, 4.441433], [-0.507929, -2.709979, 3.726155], [0.034024, -2.538460, 5.390783], [2.993045, -2.543132, 5.931301], [2.217330, -0.970173, 6.157134], [3.750861, -1.070761, 5.307907], [3.045408, -4.105170, 3.482089], [4.073611, -2.743985, 3.007297], [2.804915, -3.299211, 1.926661], [3.977582, 0.579330, -0.349197], [4.739711, -0.601646, 0.738612], [5.417368, 1.031829, 0.591823], [2.185789, 3.063020, 1.187294], [3.920289, 3.379921, 1.260874], [2.947027, 3.401968, 2.749252], [4.842807, -0.148053, 3.630225], [3.962075, 1.131977, 4.464161], [5.354272, 1.534232, 3.448400], [0.614303, 3.628496, 3.069200], [-0.976203, 3.623882, 3.860762], [-0.831677, 3.114232, 2.172547], [1.909762, 1.760716, 5.191115], [0.823065, 0.581109, 5.928500], [0.410975, 2.298106, 5.959993], [-2.414780, 0.574992, 3.330972], [-2.181748, 1.059904, 5.015891], [-1.576842, -0.513821, 4.454391]],
  "atomic_forces_ev_per_a": [[0.04, 0.50, -0.02], [0.07, -0.09, -0.01], [-0.04, 0.10, -0.09], [-0.17, -0.06, -0.01], [0.03, 0.07, 0.06], [-0.06, 0.01, -0.09], [-0.04, -0.19, 0.39], [0.05, 0.00, 0.00], [0.01, -0.07, -0.04], [0.05, -0.08, -0.09], [0.01, -0.01, 0.03], [-0.01, -0.03, -0.03], [-0.01, -0.01, -0.02], [0.01, 0.00, 0.00], [0.07, -0.01, 0.03], [-0.01, 0.00, -0.05], [-0.02, 0.02, 0.03], [-0.05, -0.08, -0.03], [0.00, 0.00, 0.02], [0.00, 0.01, 0.00], [-0.01, -0.01, -0.01], [0.07, -0.09, 0.05], [-0.09, 0.01, -0.06], [-0.02, -0.04, 0.04], [0.00, 0.01, 0.00], [-0.01, -0.02, 0.00], [0.02, 0.03, -0.02], [0.01, -0.08, 0.05], [-0.03, 0.01, 0.01], [0.00, 0.00, 0.01], [0.00, 0.00, 0.00], [-0.03, -0.01, -0.01], [0.02, 0.00, -0.01], [-0.06, 0.01, -0.01], [-0.10, -0.01, 0.05], [0.03, -0.05, -0.05], [0.07, 0.02, 0.10], [0.28, 0.12, -0.18], [-0.11, -0.15, 0.11], [-0.05, 0.03, -0.03], [0.06, -0.02, 0.07], [0.12, 0.05, -0.03], [-0.01, 0.02, 0.00], [-0.01, 0.01, 0.03], [-0.03, -0.02, -0.03], [0.00, 0.03, 0.00], [0.00, -0.02, -0.02], [0.02, 0.01, 0.00], [-0.01, 0.02, -0.01], [0.01, 0.02, 0.00], [-0.02, 0.00, 0.03], [-0.12, 0.06, -0.18], [-0.03, -0.01, 0.02], [-0.01, -0.01, -0.01], [0.01, 0.02, -0.03], [-0.02, 0.00, 0.03], [0.02, 0.00, 0.00], [-0.03, -0.01, -0.01], [0.00, 0.02, -0.02], [-0.02, -0.01, -0.02], [0.01, -0.04, 0.01], [-0.09, 0.03, -0.04], [-0.07, -0.15, -0.08], [0.00, 0.15, 0.00], [0.05, 0.01, -0.08], [0.16, 0.09, 0.16], [-0.01, -0.03, 0.04], [-0.02, -0.10, -0.14], [-0.10, 0.05, -0.04], [-0.03, -0.01, 0.07], [0.01, -0.05, -0.01], [0.02, 0.09, -0.18], [0.09, -0.03, 0.05], [-0.14, -0.08, -0.05], [0.02, -0.02, 0.05], [0.00, -0.03, -0.02], [0.00, 0.00, 0.02], [0.01, -0.02, 0.03], [-0.04, -0.02, 0.03], [0.07, -0.02, 0.00], [0.03, -0.01, 0.02], [0.02, 0.00, -0.01], [-0.03, -0.03, 0.00], [0.01, 0.03, -0.01], [0.02, -0.01, 0.01], [0.03, -0.01, 0.00], [0.01, 0.01, -0.05], [0.02, 0.03, 0.02], [0.01, 0.01, 0.02], [0.05, -0.02, -0.01], [-0.01, 0.03, 0.03], [0.03, 0.01, -0.01], [0.02, 0.03, 0.04], [0.00, 0.01, 0.02], [-0.03, 0.02, 0.01], [0.03, 0.03, 0.00], [-0.01, -0.02, 0.04], [-0.02, 0.02, 0.02], [-0.01, 0.01, 0.02], [0.00, -0.01, 0.03], [0.01, -0.01, 0.04]],
  "lowdin_spin": [1.87, 0.05, 0.02, 0.01, 0.19, 0.01, 0.02, 0.00, 0.00, 0.00, 0.00, 0.00, 0.00, 0.00, 0.00, 0.00, 0.00, 0.00, 0.00, 0.00, 0.00, 0.02, 0.01, 0.00, 0.00, 0.00, 0.00, 0.00, 0.00, 0.00, 0.00, 0.00, 0.00, 0.00, 0.07, 0.03, 0.00, 0.54, 0.08, 0.00, 0.00, 0.02, 0.00, 0.00, 0.00, 0.00, 0.00, 0.00, 0.00, 0.00, 0.00, 0.02, 0.00, 0.00, 0.00, 0.00, 0.00, 0.00, 0.00, 0.00, 0.00, 0.00, 0.01, 0.00, 0.00, 0.02, 0.00, 0.00, 0.00, 0.00, 0.00, 0.00, 0.00, 0.00, 0.00, 0.00, 0.00, 0.00, 0.00, 0.00, 0.00, 0.00, 0.00, 0.00, 0.00, 0.00, 0.00, 0.00, 0.00, 0.00, 0.00, 0.00, 0.00, 0.00, 0.00, 0.00, 0.00, 0.00, 0.00, 0.00, 0.00]
}